## a
This record from the OMol25 dataset describes 2 unconnected molecules or ions with the total composition C12H21N. The level of theory is wB97M-V/def2-TZVPD.

XYZ file:
```
34
Properties=species:S:1:pos:R:3:nbo_charge:R:1
C -1.9119 0.1870 2.6672 -0.650
C -3.2783 2.7161 0.7517 0.073
C -1.5848 -0.2926 1.3242 -0.251
C 2.5257 -0.8774 -1.0619 -0.156
C 1.3121 -1.0996 -0.5004 -0.016
C 3.1522 0.3058 -1.8808 -0.655
C 1.2210 -2.3747 0.3664 -0.640
C 0.3208 1.2932 1.2279 -0.662
C -1.0653 -1.2917 -1.4575 -0.602
C 0.0504 0.9562 -1.6561 -0.604
C -0.5473 0.1976 0.5878 0.088
C -0.0006 -0.3236 -0.7496 -0.114
N -2.3248 2.5085 0.1447 -0.318
H -1.1781 0.1436 3.4979 0.224
H -2.2799 1.2211 2.5734 0.209
H -4.2087 2.7518 1.3480 0.246
H -2.8176 -0.4142 3.2469 0.205
H -2.0720 -1.2013 0.9674 0.203
H 3.4400 -1.4862 -0.7385 0.183
H 2.3208 0.9783 -2.0541 0.224
H 4.0099 0.7070 -1.3372 0.215
H 3.5152 -0.3465 -2.7059 0.221
H 1.7753 -2.1362 1.3378 0.215
H 0.2231 -2.6021 0.6535 0.211
H 1.6780 -3.2751 -0.0763 0.222
H -0.3583 2.2155 1.5605 0.232
H 0.7896 0.7758 2.2217 0.211
H 1.1134 1.6086 0.6440 0.211
H -1.1113 -2.2175 -0.9464 0.204
H -0.5793 -1.4792 -2.5211 0.213
H -2.1056 -0.8872 -1.4944 0.221
H -0.9541 1.3537 -1.7616 0.232
H 0.6142 1.7588 -1.4287 0.203
H 0.3165 0.6266 -2.7506 0.200
```

As for the spin multiplicity: 1. As for the SMILES: C/C=C(/C)C(C)(C)/C(C)=C/C.C#N. For the HOMO-LUMO gap, the calculation gives 9.3330 eV.



## b
This record from the OMol25 dataset describes 2 unconnected molecules or ions with the total composition C12H21N. The level of theory is wB97M-V/def2-TZVPD.

XYZ file:
```
34
Properties=species:S:1:pos:R:3:nbo_charge:R:1
C 3.5913 1.7441 -0.5633 -0.233
C 2.0613 -2.5447 0.1593 -0.422
C 3.8706 0.7708 0.0994 -0.236
C -1.1025 1.9996 0.2232 -0.186
C -1.7327 0.8031 0.2080 0.015
C 0.2145 2.4501 -0.1617 -0.672
C -3.0751 0.5252 0.8022 -0.644
C 0.7721 -0.2688 1.5546 -0.721
C -0.9074 -0.0996 -1.8881 -0.583
C -2.0002 -1.7529 -0.4949 -0.613
C 0.2871 -0.9143 0.2559 0.371
C -1.0853 -0.4750 -0.3593 -0.135
N 0.9074 -1.8460 -0.3523 -0.477
H 3.4077 2.4280 -1.3279 0.233
H 1.8092 -3.1412 1.1358 0.191
H 3.0214 -1.9715 0.5081 0.163
H 2.4773 -3.1990 -0.5226 0.200
H 4.1952 -0.1911 0.4061 0.234
H -1.8354 2.8378 0.5957 0.195
H 0.7560 2.6853 0.6998 0.228
H 0.8611 1.7911 -0.7176 0.223
H 0.1098 3.4453 -0.6543 0.226
H -3.9504 0.1155 0.2655 0.226
H -3.0134 -0.2375 1.5476 0.217
H -3.4613 1.5708 1.2318 0.207
H 1.3109 -0.9776 2.2470 0.227
H 1.4938 0.4410 1.2429 0.243
H -0.0693 0.2714 2.1074 0.237
H -0.3245 -0.8506 -2.4265 0.221
H -0.3999 0.8574 -1.8178 0.207
H -1.9306 -0.1159 -2.2435 0.203
H -1.2275 -2.3471 -1.1276 0.246
H -2.1636 -2.2922 0.4122 0.205
H -2.8677 -1.5117 -1.0453 0.205
```

As for the spin multiplicity: 1. As for the SMILES: C/C=C(/C)C(C)(C)/C(C)=N/C.C#C. For the HOMO-LUMO gap, the calculation gives 9.4946 eV.



Relative energy table, unit kJ/mol: a 0.0; b 110.1



## a
This record from the OMol25 dataset describes 6 unconnected molecules or ions with the total composition C2H16NO5. The level of theory is wB97M-V/def2-TZVPD.

XYZ file:
```
24
Properties=species:S:1:pos:R:3:nbo_charge:R:1
C -1.2109 -0.2145 1.2550 -0.040
C -0.4207 -0.3041 2.2958 -0.365
N -0.7174 0.4405 -0.0064 -0.714
H -2.2059 -0.5702 1.0772 0.232
H -0.7298 -0.7234 3.2418 0.246
H 0.5445 0.1933 2.2822 0.224
H -0.6292 1.4224 0.2476 0.455
H 0.2530 0.1771 -0.2095 0.474
H -1.2813 0.1893 -0.8177 0.461
H 1.9341 -1.3997 -2.8577 0.479
H 2.9091 -1.9457 -1.7991 0.486
O 2.3978 -1.1716 -2.0483 -0.963
H 2.2135 1.3059 -1.1644 0.499
H 1.8865 2.4724 -0.3359 0.490
O 1.4479 1.7016 -0.7158 -0.980
H 3.5604 1.9439 1.4873 0.476
H 2.4894 2.2125 2.4454 0.474
O 2.7055 1.5765 1.7448 -0.946
H -3.2877 0.9397 -2.6995 0.481
H -2.3827 0.2815 -3.7032 0.485
O -2.3505 0.7909 -2.8879 -0.960
H -3.0493 -2.9300 0.7697 0.472
H -1.8343 -3.6255 1.1182 0.481
O -2.2420 -2.7628 1.2804 -0.946
```

As for the spin multiplicity: 1. For the HOMO-LUMO gap, the calculation gives 11.4151 eV. As for the charge: +1.



## b
This record from the OMol25 dataset describes 6 unconnected molecules or ions with the total composition C2H16NO5. The level of theory is wB97M-V/def2-TZVPD.

XYZ file:
```
24
Properties=species:S:1:pos:R:3:nbo_charge:R:1
C -1.0043 0.1519 -2.4672 -0.458
C 1.1702 -0.7572 -2.1406 0.131
N 0.0910 -0.3341 -1.6490 -0.390
H -1.9106 0.5260 -2.0161 0.260
H -1.3093 -0.5423 -3.2798 0.244
H -0.5835 0.9989 -3.0785 0.229
H 1.3915 -1.0078 -3.1596 0.215
H 2.0455 -0.7912 -1.4755 0.251
H 0.0392 -0.2179 -0.6390 0.482
H 1.8730 0.0928 0.5693 0.495
H 1.6611 -1.3460 1.2748 0.500
O 1.3843 -0.7819 0.5535 -1.025
H -2.6097 -0.0534 2.0789 0.485
H -1.8056 1.2696 1.6444 0.486
O -1.9916 0.6282 2.3327 -0.964
H -0.0488 0.4336 2.9708 0.528
H 1.4069 1.1780 2.6509 0.465
O 0.6678 0.6458 2.3691 -0.997
H -3.6268 -1.4432 -0.7780 0.482
H -2.7671 -1.9347 0.2549 0.477
O -2.6851 -1.3473 -0.5190 -0.955
H 3.4607 1.5955 0.5165 0.504
H 2.0172 1.8262 1.0893 0.490
O 2.5144 1.5224 0.3270 -0.935
```

As for the spin multiplicity: 1. For the HOMO-LUMO gap, the calculation gives 9.7822 eV. As for the charge: +1.



Relative energy table, unit kJ/mol: a 0.0; b 83.4



## a
This record from the OMol25 dataset describes C6H15N2 in the gas phase. The level of theory is wB97M-V/def2-TZVPD.

XYZ file:
```
23
Properties=species:S:1:pos:R:3:nbo_charge:R:1
N -0.3086 0.7768 -2.4670 -1.107
C -0.1182 0.5289 -0.9742 -0.107
C -1.4839 0.5480 -0.2821 -0.476
C -1.4478 0.0291 1.1407 -0.192
C -1.3591 0.8370 2.1811 -0.388
C 0.8038 -0.6484 -0.7078 -0.256
N 1.6019 -0.3451 0.5054 -0.611
C 2.0436 -1.5862 1.1486 -0.424
H -0.1650 -0.1069 -3.0085 0.333
H 0.3041 1.5359 -2.8735 0.296
H -1.2638 1.0651 -2.7920 0.324
H 0.4673 1.4098 -0.6998 0.220
H -1.9970 1.5022 -0.3277 0.236
H -2.0350 -0.2358 -0.8156 0.222
H -1.6303 -1.0294 1.2780 0.203
H -1.4693 0.4395 3.1815 0.209
H -1.0634 1.8683 2.0004 0.198
H 1.5236 -0.7645 -1.5184 0.213
H 0.2279 -1.5707 -0.5653 0.178
H 0.9412 0.0544 1.1673 0.358
H 2.6920 -1.2916 1.9757 0.206
H 2.6983 -2.1389 0.4754 0.196
H 1.2505 -2.2434 1.5219 0.170
```

As for the spin multiplicity: 2. For the HOMO-LUMO gap (alpha / beta), the calculation gives 4.5160 / 10.3645 eV.



## b
This record from the OMol25 dataset describes 2 unconnected molecules or ions with the total composition C6H15N2. The level of theory is wB97M-V/def2-TZVPD.

XYZ file:
```
23
Properties=species:S:1:pos:R:3:nbo_charge:R:1
C 1.8078 -1.1863 -1.0480 -0.619
C 1.5203 -1.1220 0.4484 -0.397
C 0.6069 0.0344 0.9303 -0.329
N -2.5453 0.4257 -1.1599 -0.855
C -1.1825 0.5307 -0.7034 -0.043
C -0.7813 -0.0874 0.4173 -0.024
C -1.7518 -0.8312 1.2952 -0.646
N 1.9440 2.0143 -0.1437 -0.831
H 0.8888 -1.1993 -1.6349 0.211
H 2.3864 -2.0740 -1.3120 0.206
H 2.4276 -1.1341 1.0525 0.200
H 0.9931 -2.0629 0.6562 0.200
H 1.1853 1.0369 0.4761 0.266
H 0.6453 0.0025 2.0196 0.205
H -3.0565 1.2413 -0.8337 0.361
H -2.5848 0.4577 -2.1703 0.363
H -0.4999 1.2162 -1.1968 0.185
H -1.5373 -1.9034 1.3419 0.214
H -1.6666 -0.4605 2.3202 0.209
H -2.7819 -0.7129 0.9761 0.237
H 2.3685 -0.3215 -1.4001 0.215
H 2.8793 2.0635 0.2635 0.336
H 1.5581 2.9537 -0.0317 0.337
```

As for the spin multiplicity: 2. For the HOMO-LUMO gap (alpha / beta), the calculation gives 9.3597 / 7.6793 eV.



## c
This record from the OMol25 dataset describes 2 unconnected molecules or ions with the total composition C6H15N2. The level of theory is wB97M-V/def2-TZVPD.

XYZ file:
```
23
Properties=species:S:1:pos:R:3:nbo_charge:R:1
C -2.0198 0.9741 -0.1016 -0.645
C -1.3547 1.9492 -1.0781 -0.439
C 0.0350 1.4814 -1.5089 -0.219
C 0.2377 0.8805 -2.6947 -0.433
H -1.5311 0.7323 0.8455 0.202
H -3.0219 1.3413 0.1495 0.224
H -2.2693 0.0332 -0.6043 0.204
H -1.3412 2.9574 -0.6709 0.213
H -1.9617 1.9694 -1.9825 0.208
H 0.8146 1.6731 -0.7775 0.191
H 1.2317 0.6849 -3.0641 0.210
H -0.6530 0.5681 -3.2277 0.197
C 0.6183 -1.6858 1.2145 -0.235
C 1.7145 -1.2603 1.8474 -0.008
N 2.1230 -1.6431 3.1141 -0.795
N 0.3589 -1.3058 -0.1634 -1.000
H -0.1279 -2.3059 1.6832 0.213
H 2.3863 -0.5850 1.3310 0.198
H 2.5726 -0.9112 3.6507 0.377
H 1.3806 -1.9979 3.7047 0.370
H -0.2410 -0.4766 -0.2186 0.447
H -0.1573 -2.0394 -0.7145 0.238
H 1.2056 -1.0340 -0.7340 0.281
```

As for the spin multiplicity: 2. For the HOMO-LUMO gap (alpha / beta), the calculation gives 3.8430 / 9.7583 eV.



Relative energy table, unit kJ/mol: a 114.4; b 0.0; c 169.6



## a
This record from the OMol25 dataset describes 2 unconnected molecules or ions with the total composition C3H8OS2. The level of theory is wB97M-V/def2-TZVPD.

XYZ file:
```
14
Properties=species:S:1:pos:R:3:nbo_charge:R:1
C -2.6542 -3.6518 -1.3336 -0.768
S -1.2155 -2.7567 -1.8888 0.121
S -1.3606 -0.9140 -1.1310 -0.144
H -2.8557 -3.6842 -0.2599 0.226
H -2.5278 -4.6691 -1.6970 0.233
H -3.5406 -3.2117 -1.8200 0.218
H -2.4466 -0.3031 -1.6505 0.114
O 3.3855 2.7950 2.2695 -0.521
C 2.7606 3.7888 2.0040 0.437
C 2.4878 4.7344 3.1701 -0.722
H 2.2138 3.9722 1.0252 0.112
H 1.3982 4.8075 3.3776 0.228
H 2.8968 5.6894 2.8618 0.226
H 2.9657 4.1739 3.9755 0.240
```

As for the spin multiplicity: 1. As for the SMILES: CC=O.CSS. For the HOMO-LUMO gap, the calculation gives 9.3225 eV.



## b
This record from the OMol25 dataset describes 2 unconnected molecules or ions with the total composition C3H8OS2. The level of theory is wB97M-V/def2-TZVPD.

XYZ file:
```
14
Properties=species:S:1:pos:R:3:nbo_charge:R:1
C 1.9284 -0.4462 1.0302 -0.770
S 1.6413 1.2456 0.5556 0.018
S 1.1996 2.5579 -1.1945 -0.113
H 2.9086 -0.9145 0.7756 0.227
H 0.9665 -1.0777 0.7646 0.235
H 2.0809 -0.2539 2.1505 0.263
H 2.3472 2.1781 -1.8508 0.145
C -1.9289 0.4710 0.0286 -0.514
C -1.6966 -0.5843 -0.7762 0.150
O -2.4486 -1.7659 -0.8921 -0.711
H -1.1857 1.2723 -0.0208 0.221
H -2.3263 0.0795 1.0476 0.199
H -0.8922 -0.5418 -1.5100 0.171
H -2.5942 -2.2199 -0.1083 0.478
```

As for the spin multiplicity: 1. As for the SMILES: C=CO.CSS. For the HOMO-LUMO gap, the calculation gives 7.8921 eV.



Relative energy table, unit kJ/mol: a 0.0; b 239.0



## a
This record from the OMol25 dataset describes 2 unconnected molecules or ions with the total composition C3H8OS2. The level of theory is wB97M-V/def2-TZVPD.

XYZ file:
```
14
Properties=species:S:1:pos:R:3:nbo_charge:R:1
C -0.1095 1.8344 -0.7498 -0.774
S -0.4902 2.0008 0.9951 0.076
S 0.6325 0.4466 1.8030 -0.165
H 0.6023 2.6234 -1.1256 0.218
H 0.4543 0.9112 -0.9247 0.258
H -1.0480 2.1297 -1.2246 0.237
H 0.0791 0.5481 3.0599 0.151
C -0.5878 -3.4461 -1.6466 -0.527
C -0.4369 -2.1415 -1.3940 0.143
O 0.7138 -1.4445 -1.8378 -0.704
H -1.5157 -3.9427 -1.4087 0.222
H 0.1814 -3.9076 -2.2661 0.198
H -0.9805 -1.3781 -0.8438 0.197
H 0.8886 -1.9546 -2.6389 0.471
```

As for the spin multiplicity: 1. As for the SMILES: C=CO.CSS. For the HOMO-LUMO gap, the calculation gives 8.5443 eV.



## b
This record from the OMol25 dataset describes 2 unconnected molecules or ions with the total composition C3H8OS2. The level of theory is wB97M-V/def2-TZVPD.

XYZ file:
```
14
Properties=species:S:1:pos:R:3:nbo_charge:R:1
C 0.7551 1.3522 -1.5432 -0.748
S -0.0894 0.1135 -2.5644 0.088
S -2.0359 0.3499 -2.0026 -0.134
H 1.8096 1.3201 -1.8004 0.225
H 0.6385 1.0390 -0.5148 0.227
H 0.3749 2.3616 -1.7329 0.224
H -2.0996 -0.4926 -0.9548 0.119
C 0.2734 -1.4686 0.7701 -0.505
C 0.2558 -0.7011 1.8448 0.126
O -0.9160 -0.1711 2.3492 -0.688
H 1.1946 -1.9263 0.4519 0.213
H -0.5810 -1.7147 0.1563 0.207
H 1.1206 -0.2522 2.3244 0.170
H -0.7004 0.1905 3.2164 0.477
```

As for the spin multiplicity: 1. As for the SMILES: C=CO.CSS. For the HOMO-LUMO gap, the calculation gives 9.7077 eV.



## c
This record from the OMol25 dataset describes 2 unconnected molecules or ions with the total composition C3H8OS2. The level of theory is wB97M-V/def2-TZVPD.

XYZ file:
```
14
Properties=species:S:1:pos:R:3:nbo_charge:R:1
C -1.7272 0.6357 0.7835 -0.743
S -0.9831 1.7194 -0.5392 0.076
S -1.0647 0.8605 -2.2390 -0.111
H -1.5208 1.2561 1.7252 0.228
H -1.1994 -0.3781 1.0251 0.234
H -2.7412 0.4878 0.5942 0.213
H 0.0871 0.2270 -2.4261 0.103
C 1.8471 -1.2152 0.7476 -0.451
C 1.9277 -1.5402 2.1003 0.113
O 2.2165 -2.9081 1.9604 -0.748
H 1.6840 -0.2571 0.4020 0.184
H 2.0312 -1.9716 -0.0483 0.218
H 2.0914 -1.0923 3.0177 0.197
H 2.3158 -3.5672 2.6895 0.487
```

As for the spin multiplicity: 1. As for the SMILES: C=CO.CSS. For the HOMO-LUMO gap, the calculation gives 9.5062 eV.



## d
This record from the OMol25 dataset describes C3H8OS2 in the gas phase. The level of theory is wB97M-V/def2-TZVPD.

XYZ file:
```
14
Properties=species:S:1:pos:R:3:nbo_charge:R:1
C -0.6847 -0.2950 -0.5771 -0.454
C -1.1187 -0.1048 0.8641 -0.068
O -0.9577 -1.2594 1.7008 -0.725
C 0.7620 -0.6899 -0.7512 -0.512
S 1.9491 0.7149 -0.7848 0.024
S 1.4743 2.6046 -0.2005 -0.135
H -1.3925 -0.9161 -1.1450 0.212
H -0.8553 0.7576 -0.8828 0.224
H -2.1390 0.2761 0.9684 0.171
H -0.4006 0.5896 1.3903 0.187
H -1.2736 -2.0270 1.2109 0.455
H 1.1172 -1.5658 -0.1453 0.239
H 0.7928 -0.9799 -1.8176 0.233
H 2.7267 2.8950 0.1696 0.149
```

As for the spin multiplicity: 1. As for the SMILES: OCCCSS. For the HOMO-LUMO gap, the calculation gives 8.6330 eV.



Relative energy table, unit kJ/mol: a 75.7; b 0.0; c 166.2; d 26.7